Below is 10 unconnected molecules or ions with the total composition C47H53N7O9, with properties calculated with ωB97M-V with the def2-TZVPD basis set.

Geometry (Å):
C (-1.89871, 6.30197, -4.36229)
C (-0.97803, 6.39191, -3.23414)
C (-1.63357, 6.53386, -1.84043)
O (-1.54534, 5.31397, -1.20511)
C (-0.56096, 4.63842, -1.83999)
O (-0.08076, 3.65386, -1.40397)
O (-0.24095, 5.17759, -3.04713)
H (-2.66883, 5.50438, -4.23462)
H (-1.42677, 6.09748, -5.38374)
H (-2.39526, 7.25856, -4.49911)
H (-0.23005, 7.19288, -3.44156)
H (-2.73005, 6.77016, -1.96246)
H (-1.13616, 7.28534, -1.26068)
C (-2.70485, -1.53154, -3.18355)
C (-3.52641, -0.34644, -3.66637)
C (-4.44780, 0.31591, -2.53529)
O (-4.30732, 1.69480, -2.77748)
C (-3.24878, 1.98320, -3.52205)
O (-2.91408, 3.10025, -3.73093)
O (-2.67713, 0.84977, -4.06334)
H (-3.37647, -2.14586, -2.61495)
H (-1.84616, -1.23580, -2.52813)
H (-2.39346, -2.15522, -3.99540)
H (-4.14704, -0.67648, -4.51346)
H (-4.16968, 0.00733, -1.52429)
H (-5.46855, 0.04043, -2.82910)
C (1.37499, 3.50703, -6.37119)
C (2.18410, 3.38222, -5.05856)
C (1.54242, 2.46684, -4.07021)
O (2.43669, 1.35493, -4.00276)
C (3.56169, 1.59183, -4.63611)
O (4.51630, 0.92192, -4.52454)
O (3.51450, 2.80580, -5.24578)
H (1.76924, 4.36513, -6.93926)
H (0.43650, 3.87736, -5.94648)
H (1.22574, 2.56843, -6.98175)
H (2.35958, 4.42294, -4.65093)
H (0.56891, 2.10285, -4.35439)
H (1.43886, 2.91566, -3.09570)
C (1.84264, -5.98237, 3.65611)
C (3.12123, -6.45855, 3.84075)
C (3.92221, -6.61728, 2.71608)
N (3.49357, -6.53812, 1.47156)
C (2.21434, -6.12432, 1.33800)
C (1.37093, -5.80262, 2.37238)
H (1.11862, -5.89430, 4.47033)
H (3.52826, -6.54595, 4.86018)
H (4.91726, -7.04138, 2.87862)
H (1.91532, -6.09961, 0.30402)
H (0.30822, -5.56002, 2.12958)
C (1.51086, 2.31915, 1.24012)
C (0.32495, 2.18543, 1.93764)
C (0.39497, 1.54765, 3.20524)
N (1.51421, 1.21099, 3.85182)
C (2.65896, 1.58122, 3.25009)
C (2.73509, 1.99907, 1.91050)
H (1.50496, 2.73878, 0.22545)
H (-0.57770, 2.65226, 1.58073)
H (-0.50958, 1.38207, 3.82292)
H (3.58452, 1.40936, 3.76542)
H (3.70752, 2.13736, 1.41622)
C (-3.97034, 2.62449, 1.29336)
C (-4.62268, 1.59239, 1.94728)
C (-4.72200, 1.70296, 3.31107)
N (-4.10290, 2.60136, 4.04755)
C (-3.55144, 3.62836, 3.35263)
C (-3.53936, 3.74346, 2.01711)
H (-3.87286, 2.66161, 0.23296)
H (-5.18998, 0.86446, 1.32202)
H (-5.29983, 0.88950, 3.79680)
H (-3.14205, 4.36969, 3.98077)
H (-3.15366, 4.58776, 1.50884)
C (-2.70839, -3.20917, 3.07744)
C (-3.17926, -1.93767, 3.29478)
C (-3.26026, -1.46042, 4.58457)
N (-3.02406, -2.21637, 5.64781)
C (-2.56037, -3.42357, 5.42288)
C (-2.51375, -4.01706, 4.16308)
H (-2.46314, -3.55830, 2.09036)
H (-3.28145, -1.37070, 2.39127)
H (-3.46274, -0.39882, 4.72998)
H (-2.23652, -3.95514, 6.33217)
H (-2.16982, -5.06979, 4.08745)
C (0.49504, -0.43934, -1.38293)
C (0.47091, -1.84591, -1.31224)
C (-0.42626, -2.45707, -0.48177)
N (-1.32484, -1.81573, 0.30440)
C (-1.30955, -0.45747, 0.24426)
C (-0.48862, 0.23162, -0.61030)
H (1.07770, 0.08370, -2.13521)
H (1.22888, -2.40659, -1.88919)
H (-0.53834, -3.52146, -0.40131)
H (-1.99203, 0.00648, 0.94542)
H (-0.54577, 1.33868, -0.56434)
C (0.73549, -2.11014, 3.23294)
C (1.91930, -1.88603, 2.48576)
C (3.10611, -2.30744, 3.05333)
N (3.19591, -2.90317, 4.25078)
C (2.05945, -3.10283, 4.90471)
C (0.80484, -2.70667, 4.51005)
H (-0.27199, -1.88486, 2.87809)
H (1.91954, -1.43106, 1.47763)
H (3.97641, -2.15636, 2.46749)
H (2.13006, -3.57790, 5.86567)
H (-0.16893, -2.91565, 4.94788)
C (4.92447, -2.96621, -2.59716)
C (4.98641, -1.56779, -2.37003)
C (4.68847, -1.09301, -1.09495)
N (4.24294, -1.81123, -0.08496)
C (4.26904, -3.12395, -0.27096)
C (4.57468, -3.71200, -1.48035)
H (5.04058, -3.38526, -3.59603)
H (5.24364, -1.03108, -3.26419)
H (4.75074, 0.01826, -0.94782)
H (3.97298, -3.72789, 0.58540)
H (4.50187, -4.78616, -1.46874)

SMILES   C[C@H]1COC(=O)O1.C[C@H]1COC(=O)O1.C[C@H]1COC(=O)O1.c1ccncc1.c1ccncc1.c1ccncc1.c1ccncc1.c1ccncc1.c1ccncc1.c1ccncc1
Net charge   0
E_HOMO   -8.92 eV
Relative energy (zero: lowest compared OMol25 entry of this formula, charge and spin)   0.0 kcal per mole
LUMO   0.3 eV
Orbital gap   9.19 eV

Results of the Löwdin charge analysis, in e, for atoms 1 through 8: -0.048, -0.328, -0.117, 0.081, -0.546, 0.146, 0.074, 0.090


Below is a molecular structure, C16H31F3O3P2STi, with properties calculated with ωB97M-V with the def2-TZVPD basis set.

Geometry (Å):
P (1.73034, 0.12778, -1.98321)
P (-1.77435, -1.91552, -1.12873)
C (0.79820, -1.34756, -2.62061)
C (-0.76490, -1.42638, -2.60679)
H (1.25154, -2.26605, -2.20803)
H (1.07317, -1.34260, -3.68753)
H (-1.21052, -0.50274, -3.01329)
H (-1.02075, -2.23324, -3.31395)
C (-1.52584, -3.70664, -1.07512)
H (-1.84528, -4.11314, -0.10794)
H (-0.47038, -3.96311, -1.23274)
H (-2.13176, -4.16545, -1.86859)
C (-3.48988, -1.61224, -1.56788)
H (-3.87097, -2.49526, -2.10008)
H (-3.55441, -0.73858, -2.23146)
H (-4.10373, -1.43729, -0.67395)
C (3.44058, -0.25817, -2.42031)
H (4.10803, 0.53213, -2.04560)
H (3.51838, -0.31018, -3.51724)
H (3.73764, -1.22389, -1.98205)
C (1.16914, 1.47446, -3.03365)
H (0.07369, 1.46609, -3.14546)
H (1.63339, 1.32816, -4.02234)
H (1.49893, 2.44335, -2.63529)
Ti (-0.32458, 3.02470, 1.50198)
C (-1.57854, -1.50706, 0.66242)
C (-0.31439, -1.98517, 1.22580)
C (0.89808, -1.84622, 0.48409)
C (1.89976, -0.72005, 0.84057)
C (1.80272, 0.42525, -0.18673)
C (0.57665, 1.28910, 0.06647)
C (-0.77840, 0.79378, -0.26254)
C (-1.62385, 0.08333, 0.80111)
C (0.56128, 4.71674, 2.02240)
H (-2.45578, -1.91290, 1.20439)
H (-0.32994, -2.45339, 2.20680)
H (0.54467, -1.58568, -0.52674)
H (1.46833, -2.79228, 0.39975)
H (1.67837, -0.31943, 1.83645)
H (2.92079, -1.12926, 0.85358)
H (2.69995, 1.05749, -0.05447)
H (0.73420, 2.33926, -0.30337)
H (-0.65231, 0.14420, -1.14360)
H (-1.37921, 1.63667, -0.67084)
H (-1.31595, 0.33563, 1.81573)
H (-2.66507, 0.42129, 0.70775)
H (-0.19342, 5.43644, 2.39265)
H (0.94999, 5.11554, 1.05971)
H (1.37512, 4.67001, 2.76256)
F (0.58397, 0.18344, 5.24178)
C (-0.53060, 0.74718, 4.73016)
F (-0.96284, -0.07011, 3.73737)
F (-1.50476, 0.78276, 5.65542)
S (-0.14451, 2.46461, 4.02922)
O (0.34737, 3.33715, 5.04274)
O (0.81183, 2.12907, 2.88115)
O (-1.36919, 2.87396, 3.20810)

⟨S²⟩   2.01
Net charge   0
Spin multiplicity   3
E_HOMO (spin up / spin down)   -4.33 / -4.58 eV
Relative energy (zero: lowest compared OMol25 entry of this formula, charge and spin)   139.4 kcal per mole
LUMO (spin up / spin down)   -0.1 / -0.1 eV
Orbital gap (spin up / spin down)   4.21 / 4.43 eV

Results of the natural (NBO) charge analysis, in e, for atoms 1 through 8: 1.618, 1.548, -0.749, -0.732, 0.267, 0.242, 0.245, 0.244


Below is a molecular structure, C17H21N3O2Sr, with properties calculated with ωB97M-V with the def2-TZVPD basis set.

Geometry (Å):
C (1.58889, 4.14799, -0.05939)
C (3.04732, 3.72223, -0.28450)
H (1.08660, 4.34982, -1.01713)
H (1.60838, 5.11705, 0.45415)
H (0.99758, 3.48759, 0.59984)
H (3.16488, 2.71994, -0.72846)
H (3.53988, 4.44681, -0.95216)
H (3.61744, 3.76277, 0.65968)
C (-2.55724, 0.14719, -1.40660)
C (-3.67547, -0.54035, -1.91341)
C (-3.48420, -1.81648, -2.45680)
C (-2.22325, -2.39962, -2.38071)
H (-2.63857, 1.05064, -0.78136)
H (-4.63849, -0.07267, -1.80336)
H (-4.29923, -2.38259, -2.87797)
H (-2.06788, -3.47224, -2.51932)
N (-1.31903, -0.28795, -1.63027)
C (-1.13811, -1.58386, -2.00512)
C (0.18989, -2.15154, -1.74765)
N (1.05975, -1.37524, -1.05264)
C (2.21432, -1.94888, -0.67961)
C (1.75739, -3.98673, -1.85248)
C (2.65321, -3.19638, -1.13135)
H (2.80073, -1.32550, -0.00331)
H (3.67170, -3.50077, -0.91095)
C (0.47672, -3.49449, -2.06711)
H (-0.30005, -4.12404, -2.48150)
H (2.03377, -4.96002, -2.23807)
Sr (0.52324, 1.20718, -0.18564)
C (3.07250, 0.81766, 0.76701)
H (3.84776, 0.77868, -0.02013)
H (3.14954, -0.04721, 1.44195)
H (3.10370, 1.76237, 1.34235)
O (0.16050, 2.02247, 2.28713)
C (-0.77065, 1.18481, 2.47429)
C (-1.62303, 0.97068, 3.73782)
C (-2.69721, 0.00474, 3.27302)
C (-2.31231, -0.34726, 1.83989)
O (-2.92341, -1.08880, 1.08519)
N (-1.18070, 0.36777, 1.46920)
H (-1.01470, 0.54264, 4.54364)
H (-2.05800, 1.91799, 4.08019)
H (-2.76003, -0.91374, 3.86136)
H (-3.68413, 0.48736, 3.27028)

Net charge   0
E_HOMO   -6.13 eV
LUMO   -0.3 eV
Orbital gap   5.86 eV

Results of the natural (NBO) charge analysis, in e, for atoms 1 through 8: -0.643, -0.618, 0.193, 0.230, 0.193, 0.221, 0.201, 0.225


no.,F_max (eV Å⁻¹)
1,3.39
2,3.98
3,1.88